C9H12N2O2S | wB97M-V/def2-TZVPD

Last column: natural (NBO) charge in e.
CARTESIAN COORDINATES (ANGSTROEM)
C1 1.777 -0.869 -0.199  0.29
C2 1.715 0.143 3.787  -0.24
C3 2.194 1.011 2.814  -0.15
C4 1.396 -1.095 3.406  0.02
C5 2.198 0.679 1.513  -0.19
C6 1.757 -0.565 1.180  0.06
C7 -1.922 -0.572 -3.689  -0.59
C8 -1.933 -0.422 -2.142  -0.44
C9 -1.361 0.974 -1.807  -0.64
N1 1.654 -0.830 -1.335  -0.31
N2 1.385 -1.473 2.102  -0.38
O1 -0.837 -0.297 0.421  -0.89
O2 -0.530 2.052 0.459  -0.97
S1 -1.515 1.092 0.026  1.51
H1 1.666 0.547 4.816  0.23
H2 2.530 1.959 3.233  0.22
H3 1.037 -1.824 4.161  0.20
H4 -1.544 -0.969 0.468  0.50
H5 2.434 1.450 0.730  0.25
H6 -2.834 -0.035 -4.067  0.20
H7 -1.091 -0.117 -4.099  0.21
H8 -1.927 -1.693 -3.940  0.21
H9 -1.248 -1.266 -1.785  0.22
H10 -2.983 -0.598 -1.793  0.20
H11 -0.259 1.020 -1.835  0.25
H12 -1.757 1.696 -2.427  0.23

## Properties
LUMO in eV: 0.313
Net charge: 0
F_max in eV/Å: 4.50
Energy above the lowest of the compared OMol25 structures with the same formula, charge and spin in kcal per mole: 58.3
Highest occupied orbital energy in eV: -9.01

C9H12N2O4PbS | wB97M-V/def2-TZVPD

Last column: natural (NBO) charge in e.
CARTESIAN COORDINATES (ANGSTROEM)
Pb1 0.006 -0.036 -0.475  1.11
O1 -0.651 3.700 0.039  -0.35
C1 -0.458 2.593 -0.088  0.50
C2 2.457 -0.892 -0.091  0.50
O2 3.534 -1.288 0.038  -0.34
C3 -2.010 -1.681 -0.089  0.50
O3 -2.873 -2.412 0.041  -0.34
C4 -0.003 0.007 -2.820  0.46
O4 -0.001 0.001 -3.971  -0.27
C5 -1.219 -2.073 6.444  -0.63
C6 0.141 -1.602 6.001  -0.21
N1 0.050 -1.199 4.557  -0.55
C7 0.002 0.001 3.952  0.40
S1 -0.002 0.005 2.236  -0.50
N2 -0.043 1.199 4.560  -0.55
C8 -0.142 1.604 6.003  -0.21
C9 1.217 2.073 6.449  -0.63
H1 -1.978 -1.424 6.006  0.21
H2 -1.327 -2.028 7.525  0.25
H3 -1.411 -3.081 6.078  0.23
H4 0.495 -0.741 6.564  0.21
H5 0.892 -2.401 6.064  0.23
H6 -0.016 -1.972 3.880  0.42
H7 0.016 1.971 3.881  0.42
H8 -0.892 2.404 6.063  0.23
H9 -0.495 0.742 6.563  0.21
H10 1.455 3.040 6.006  0.23
H11 1.289 2.123 7.534  0.25
H12 1.966 1.367 6.091  0.21

## Properties
LUMO in eV: -8.709
Net charge: +2
F_max in eV/Å: 8.29
Energy above the lowest of the compared OMol25 structures with the same formula, charge and spin in kcal per mole: 0.0
Highest occupied orbital energy in eV: -15.45

C9H12N2OS | wB97M-V/def2-TZVPD

Last column: natural (NBO) charge in e.
CARTESIAN COORDINATES (ANGSTROEM)
C1 2.890 -1.519 1.019  -0.67
C2 1.566 -1.788 0.643  0.04
C3 0.377 -2.354 0.503  -0.17
C4 0.492 -1.005 -0.029  -0.20
S1 0.658 -0.783 -1.828  0.15
C5 -1.059 -0.257 -1.803  -0.53
C6 -1.238 0.645 -0.608  0.13
C7 -1.436 2.188 -0.818  -0.62
N1 -2.542 0.227 0.092  -0.67
C8 -2.256 -0.062 1.414  0.79
O1 -3.057 -0.443 2.234  -0.63
N2 -0.882 0.207 1.696  -0.67
C9 -0.126 0.357 0.450  -0.08
H1 3.324 -0.630 0.369  0.23
H2 3.691 -2.347 0.992  0.25
H3 2.832 -1.114 2.125  0.25
H4 -0.293 -3.213 0.645  0.24
H5 -1.545 -1.127 -1.681  0.22
H6 -1.447 0.165 -2.819  0.23
H7 -1.619 2.660 0.161  0.22
H8 -2.321 2.407 -1.496  0.21
H9 -0.629 2.622 -1.386  0.22
H10 -3.456 0.625 -0.119  0.42
H11 -0.425 0.346 2.599  0.42
H12 0.707 0.982 0.495  0.22

## Properties
LUMO in eV: 0.575
Net charge: 0
SMILES: CC1=C[C@]12SC[C@@]1(C)NC(=O)N[C@H]12
F_max in eV/Å: 4.90
Energy above the lowest of the compared OMol25 structures with the same formula, charge and spin in kcal per mole: 64.2
Highest occupied orbital energy in eV: -8.47

C9H12N2OS | wB97M-V/def2-TZVPD

Last column: natural (NBO) charge in e.
CARTESIAN COORDINATES (ANGSTROEM)
C1 1.322 1.815 0.079  0.03
N1 0.021 1.868 -0.115  -0.24
N2 -0.748 0.705 -0.337  -0.30
C2 -2.067 1.113 -0.611  -0.23
C3 -2.890 -0.152 -0.759  -0.08
O1 -2.992 -1.014 0.346  -0.54
C4 -2.061 -0.690 1.400  -0.09
C5 -0.640 -0.306 0.829  -0.28
C6 2.233 0.630 0.012  -0.31
C7 1.860 -0.569 -0.642  -0.25
C8 2.985 -1.470 -0.786  -0.27
C9 4.122 -1.042 -0.149  -0.34
S1 3.832 0.610 0.600  0.40
H1 1.726 2.781 0.256  0.20
H2 -2.510 1.667 0.320  0.17
H3 -2.121 1.688 -1.501  0.23
H4 -3.944 0.173 -0.841  0.18
H5 -2.640 -0.763 -1.629  0.18
H6 -2.535 0.117 2.033  0.18
H7 -1.896 -1.665 1.850  0.21
H8 0.018 -1.190 0.608  0.22
H9 -0.067 0.131 1.645  0.21
H10 0.877 -0.727 -1.242  0.27
H11 3.018 -2.319 -1.463  0.23
H12 5.096 -1.391 0.096  0.23

## Properties
LUMO in eV: 0.209
Net charge: 0
SMILES: C(=N/N1CCOCC1)/c1cccs1
F_max in eV/Å: 3.64
Energy above the lowest of the compared OMol25 structures with the same formula, charge and spin in kcal per mole: 86.2
Highest occupied orbital energy in eV: -8.25

The highest LUMO belongs to which entry? number 3

Which value of energy above the lowest of the compared OMol25 structures with the same formula, charge and spin does entry 2 give? 0.0 kcal per mole

Among the records above, which one has the highest LUMO? number 3